w.
# C2HNO3

A single C2HNO3 molecule (ωB97M-V/def2-TZVPD, OMol25).

Geometry (Å):
C 0.626 0.294 0.251
C 0.301 -1.234 0.138
N -0.684 0.831 0.085
O 1.433 0.644 1.057
O -0.766 -1.617 -0.058
O -1.526 0.332 -0.566
H 0.615 0.749 -0.907

The HOMO-LUMO gap comes out at 0.292 hartree. As for the HOMO energy: -9.78 eV. As for the LUMO energy: -1.8 eV.

=====

x.
# C2HNO3

A single C2HNO3 molecule (ωB97M-V/def2-TZVPD, OMol25).

Geometry (Å):
C -1.049 -0.321 -0.558
C -1.222 1.080 -1.468
N -2.454 -0.057 0.025
O -3.059 -1.068 0.360
O -2.784 1.085 0.246
O -0.566 1.091 -0.363
H -0.548 -1.226 -0.196

The HOMO-LUMO gap comes out at 0.386 hartree. As for the HOMO energy: -10.82 eV. As for the LUMO energy: -0.3 eV.

=====

Which of them is the least stable? Correct choice: x.

=====

w.
# CH14O6

6 unconnected molecules or ions with the total composition CH14O6 (ωB97M-V/def2-TZVPD, OMol25).

Geometry (Å):
C 0.569 -0.236 -2.941
O -0.067 -0.980 -1.912
H 0.218 -0.619 -3.915
H 1.651 -0.325 -2.964
H 0.216 0.795 -2.922
H -0.884 -0.549 -1.680
H -0.644 1.370 0.580
H -1.210 2.727 0.319
O -1.409 1.795 0.155
H 1.157 0.141 1.071
H 1.265 1.290 1.994
O 0.744 0.991 1.252
H 2.030 -1.061 5.516
H 0.753 -1.600 6.206
O 1.129 -1.356 5.365
H -3.062 1.140 -2.880
H -2.455 0.988 -1.464
O -2.400 0.668 -2.382
H 0.191 -1.810 0.652
H 1.090 -1.552 -0.479
O 1.119 -1.817 0.430

As for the SMILES: CO.O.O.O.O.O. The HOMO-LUMO gap comes out at 0.396 hartree. As for the HOMO energy: -10.18 eV. As for the LUMO energy: 0.6 eV.

=====

x.
# CH14O6

6 unconnected molecules or ions with the total composition CH14O6 (ωB97M-V/def2-TZVPD, OMol25).

Geometry (Å):
C 0.711 -1.309 1.075
O -0.669 -1.047 1.335
H 0.847 -2.375 1.266
H 1.267 -0.651 1.727
H 0.939 -1.221 0.011
H -1.132 -1.887 1.243
H -2.397 -0.034 -2.267
H -1.938 0.582 -0.988
O -1.881 0.716 -1.950
H 3.214 1.905 -0.757
H 2.859 0.453 -0.430
O 3.591 1.029 -0.658
H 0.708 2.854 -1.303
H 0.438 2.424 0.052
O 1.157 2.356 -0.604
H -2.072 -4.176 0.001
H -1.195 -3.467 -1.066
O -1.424 -3.481 -0.134
H -0.872 0.851 1.478
H -0.735 2.332 1.675
O -1.237 1.693 1.151

As for the SMILES: CO.O.O.O.O.O. The HOMO-LUMO gap comes out at 0.395 hartree. As for the HOMO energy: -10.63 eV. As for the LUMO energy: 0.1 eV.

=====

Which of them is the least stable? Correct choice: x.

=====

w.
# C34H55Br2IrN5O2P2S3

A molecular structure, C34H55Br2IrN5O2P2S3 (ωB97M-V/def2-TZVPD, OMol25).

Geometry (Å):
Ir -0.286 -0.005 -0.690
Br 4.878 0.155 -0.075
C 3.520 -0.268 1.170
C 3.875 -0.589 2.481
C 2.923 -0.862 3.428
Br 3.475 -1.281 5.199
C 1.549 -0.817 3.099
C 0.483 -1.059 3.996
C -0.807 -0.982 3.552
C -1.058 -0.667 2.207
N -0.088 -0.433 1.356
C 1.207 -0.504 1.766
C 2.190 -0.221 0.742
O 1.817 0.080 -0.438
H 4.923 -0.616 2.746
H 0.704 -1.308 5.025
H -1.639 -1.177 4.214
H -2.065 -0.629 1.809
S -3.410 1.375 -3.669
C -2.295 0.673 -2.664
S -0.584 0.563 -2.912
S -2.585 0.070 -1.052
O -0.269 2.094 -0.357
P -0.458 3.367 0.366
N -1.338 3.232 1.745
C -1.069 3.894 3.023
C -2.457 4.031 3.643
C -3.162 2.764 3.159
C -2.679 2.624 1.717
N 0.993 4.006 0.812
C 2.208 3.199 0.935
C 3.095 4.087 1.796
C 2.756 5.514 1.328
C 1.351 5.417 0.693
N -1.226 4.445 -0.603
C -2.299 5.372 -0.296
C -2.135 6.501 -1.337
C -1.142 5.956 -2.387
C -0.985 4.472 -2.049
H -0.561 4.849 2.888
H -0.431 3.267 3.657
H -2.960 4.914 3.241
H -2.420 4.123 4.729
H -4.248 2.820 3.224
H -2.831 1.905 3.749
H -3.338 3.151 1.020
H -2.626 1.592 1.374
H 2.657 3.006 -0.046
H 1.989 2.236 1.389
H 4.152 3.845 1.690
H 2.822 3.959 2.845
H 3.476 5.862 0.587
H 2.775 6.225 2.154
H 1.378 5.731 -0.356
H 0.618 6.052 1.198
H -2.230 5.727 0.734
H -3.276 4.891 -0.423
H -1.753 7.410 -0.871
H -3.099 6.746 -1.783
H -0.180 6.463 -2.293
H -1.493 6.101 -3.408
H -0.003 4.064 -2.284
H -1.725 3.853 -2.568
C -2.429 -4.399 -0.544
C -0.941 -4.552 -0.195
C -0.791 -3.981 1.222
C -0.596 -6.043 -0.172
P 0.041 -3.413 -1.387
N -0.196 -1.957 -1.081
C -0.558 -3.837 -3.153
C 0.448 -3.226 -4.141
C -1.881 -3.086 -3.387
C -0.751 -5.313 -3.518
C 1.874 -3.951 -1.276
C 2.262 -3.995 0.211
C 2.278 -5.284 -1.911
C 2.724 -2.831 -1.900
H -3.026 -4.832 0.265
H -2.701 -4.919 -1.460
H -2.698 -3.346 -0.648
H -1.605 -4.355 1.853
H -0.857 -2.896 1.172
H 0.148 -4.251 1.700
H -1.309 -6.561 0.480
H 0.399 -6.233 0.231
H -0.658 -6.508 -1.155
H 0.651 -2.183 -3.895
H 0.011 -3.256 -5.144
H 1.388 -3.775 -4.180
H -1.849 -2.095 -2.936
H -2.743 -3.619 -2.991
H -2.037 -2.968 -4.464
H 0.142 -5.915 -3.353
H -0.999 -5.380 -4.583
H -1.575 -5.772 -2.971
H 1.850 -4.860 0.727
H 1.940 -3.092 0.732
H 3.353 -4.055 0.290
H 1.729 -6.135 -1.509
H 3.342 -5.456 -1.712
H 2.153 -5.279 -2.994
H 2.331 -1.847 -1.648
H 2.782 -2.906 -2.984
H 3.747 -2.901 -1.514

The HOMO-LUMO gap comes out at 0.217 hartree. As for the HOMO energy: -3.77 eV. As for the net charge: -1. As for the LUMO energy: 2.1 eV.

=====

x.
# C34H55Br2IrN5O2P2S3

A molecular structure, C34H55Br2IrN5O2P2S3 (ωB97M-V/def2-TZVPD, OMol25).

Geometry (Å):
Ir -1.284 0.931 0.410
Br -3.285 0.508 -4.391
C -4.171 0.553 -2.721
C -5.569 0.546 -2.698
C -6.248 0.612 -1.515
Br -8.150 0.573 -1.544
C -5.554 0.707 -0.285
C -6.164 0.853 0.981
C -5.386 0.969 2.092
C -3.985 0.948 1.970
N -3.385 0.815 0.809
C -4.144 0.687 -0.323
C -3.400 0.593 -1.559
O -2.123 0.519 -1.527
H -6.111 0.494 -3.633
H -7.243 0.898 1.049
H -5.824 1.097 3.072
H -3.353 1.044 2.842
S -1.179 3.156 4.383
C -1.184 2.361 2.927
S -0.870 0.707 2.642
S -1.537 2.989 1.376
O -0.554 -1.354 0.204
P -0.089 -2.441 1.104
N 0.936 -1.990 2.304
C 0.831 -2.215 3.748
C 2.199 -1.769 4.248
C 2.479 -0.541 3.378
C 1.949 -0.947 2.003
N 0.664 -3.600 0.186
C 1.209 -3.261 -1.137
C 1.870 -4.565 -1.560
C 2.486 -5.067 -0.251
C 1.473 -4.645 0.824
N -1.296 -3.307 1.879
C -2.132 -4.100 0.945
C -3.372 -4.473 1.766
C -3.417 -3.450 2.920
C -2.277 -2.479 2.621
H 0.600 -3.259 3.963
H 0.061 -1.581 4.198
H 2.942 -2.548 4.052
H 2.195 -1.547 5.316
H 3.535 -0.273 3.343
H 1.912 0.316 3.747
H 2.745 -1.383 1.388
H 1.509 -0.112 1.453
H 1.952 -2.459 -1.080
H 0.414 -2.928 -1.802
H 2.608 -4.413 -2.347
H 1.114 -5.268 -1.918
H 3.445 -4.574 -0.083
H 2.654 -6.144 -0.247
H 1.966 -4.271 1.727
H 0.833 -5.482 1.122
H -1.576 -4.968 0.596
H -2.415 -3.501 0.071
H -3.287 -5.488 2.152
H -4.270 -4.425 1.150
H -3.249 -3.944 3.877
H -4.370 -2.925 2.975
H -1.834 -2.064 3.522
H -2.626 -1.645 2.000
C 1.204 4.809 -0.367
C 0.950 3.973 -1.629
C -0.568 3.988 -1.884
C 1.675 4.642 -2.802
P 1.465 2.180 -1.216
N 0.526 1.501 -0.231
C 3.197 2.225 -0.406
C 3.730 0.785 -0.449
C 3.011 2.590 1.076
C 4.237 3.147 -1.049
C 1.604 1.226 -2.872
C 0.334 1.530 -3.677
C 2.826 1.537 -3.744
C 1.555 -0.270 -2.543
H 0.730 5.788 -0.494
H 2.265 4.982 -0.190
H 0.769 4.338 0.515
H -0.962 4.978 -1.633
H -1.078 3.259 -1.258
H -0.820 3.781 -2.922
H 1.354 5.688 -2.866
H 1.442 4.174 -3.758
H 2.758 4.640 -2.679
H 2.959 0.088 -0.123
H 4.585 0.700 0.231
H 4.067 0.494 -1.442
H 2.070 2.180 1.451
H 3.007 3.665 1.245
H 3.834 2.162 1.660
H 4.391 2.929 -2.106
H 5.199 3.008 -0.540
H 3.972 4.199 -0.953
H 0.324 2.539 -4.082
H -0.561 1.374 -3.074
H 0.284 0.836 -4.523
H 2.919 2.600 -3.967
H 2.726 1.009 -4.700
H 3.758 1.203 -3.290
H 0.876 -0.455 -1.709
H 2.538 -0.673 -2.297
H 1.179 -0.817 -3.416

The HOMO-LUMO gap comes out at 0.225 hartree. As for the HOMO energy: -3.84 eV. As for the net charge: -1. As for the LUMO energy: 2.3 eV.

=====

Which of them is the least stable? Correct choice: x.

=====

w.
# C15H30O2

A molecular structure, C15H30O2 (ωB97M-V/def2-TZVPD, OMol25).

Geometry (Å):
C -0.296 5.911 -3.403
C -1.223 4.665 -2.946
C -1.038 3.399 -3.801
C 0.219 2.784 -3.912
C 0.641 2.285 -2.691
C -0.217 1.467 -1.858
C 0.351 1.045 -0.510
C -0.338 -0.168 0.064
C 0.204 -0.578 1.422
C 1.376 -1.454 1.415
C 2.079 -1.898 2.783
C 1.611 -3.403 2.882
C -0.168 -3.752 2.995
C -0.285 -5.071 3.541
C -1.827 -5.387 3.450
O -2.761 -4.387 3.347
O -2.302 -6.583 3.977
H -3.161 -6.626 4.021
H 0.160 -5.891 2.781
H 0.090 -5.259 4.528
H -0.483 -3.426 2.064
H -0.374 -2.781 3.938
H 1.976 -4.003 2.257
H 1.964 -3.611 4.033
H 1.723 -1.483 3.422
H 2.998 -1.996 2.857
H 1.068 -2.264 0.671
H 2.377 -0.823 1.027
H -0.683 -1.014 2.056
H 0.306 0.326 2.198
H -1.250 0.321 0.314
H -0.529 -1.042 -0.595
H 0.742 1.725 0.157
H 1.353 0.411 -0.849
H -0.375 0.581 -2.545
H -0.901 1.874 -1.504
H 1.811 1.848 -2.804
H 0.855 3.455 -1.704
H 1.014 3.548 -4.365
H 0.279 2.127 -4.525
H -1.994 2.843 -3.400
H -1.365 4.059 -4.814
H -2.279 5.248 -3.116
H -1.127 4.579 -2.038
H -0.355 6.850 -3.018
H -0.517 5.995 -4.476
H 0.648 5.558 -3.325

The HOMO-LUMO gap comes out at 0.368 hartree. As for the HOMO energy: -9.44 eV. As for the LUMO energy: 0.6 eV.

=====

x.
# C15H30O2

A single C15H30O2 molecule (ωB97M-V/def2-TZVPD, OMol25).

Geometry (Å):
C 2.418 -4.094 4.448
C 2.485 -4.508 2.983
C 1.642 -3.619 2.069
C 0.141 -3.748 2.325
C -0.712 -3.053 1.263
C -0.565 -1.533 1.267
C -1.515 -0.868 0.274
C -1.350 0.650 0.263
C -2.370 1.367 -0.622
C -2.271 1.046 -2.114
C -0.955 1.436 -2.793
C -0.692 2.948 -2.841
C 0.238 3.441 -1.733
C 0.474 4.953 -1.824
C 1.201 5.318 -3.092
O 0.767 5.999 -3.982
O 2.434 4.792 -3.132
H 2.877 5.035 -3.960
H -0.474 5.491 -1.805
H 1.090 5.273 -0.982
H 1.199 2.929 -1.809
H -0.189 3.217 -0.756
H -0.240 3.203 -3.803
H -1.641 3.485 -2.784
H -0.998 1.055 -3.815
H -0.120 0.935 -2.301
H -2.427 -0.025 -2.257
H -3.088 1.560 -2.627
H -2.268 2.445 -0.481
H -3.373 1.093 -0.285
H -1.467 1.020 1.286
H -0.337 0.897 -0.057
H -2.546 -1.118 0.536
H -1.319 -1.269 -0.723
H 0.461 -1.261 1.012
H -0.769 -1.155 2.272
H -0.444 -3.439 0.276
H -1.761 -3.303 1.440
H -0.104 -3.329 3.303
H -0.121 -4.809 2.342
H 1.952 -2.581 2.203
H 1.844 -3.896 1.031
H 2.153 -5.545 2.885
H 3.525 -4.462 2.651
H 3.095 -4.702 5.044
H 1.414 -4.219 4.844
H 2.706 -3.050 4.561

As for the SMILES: CCCCCCCCCCCCCCC(=O)O. The HOMO-LUMO gap comes out at 0.408 hartree. As for the HOMO energy: -10.34 eV. As for the LUMO energy: 0.8 eV.

=====

Which of them is the least stable? Correct choice: w.